No. 1
Formula: C21H63N4O13S
Source: OMol25
Level of theory: ωB97M-V/def2-TZVPD

Computed properties:
LUMO energy: 0.80 eV
largest force on an atom: 5.11 eV/Å
2S+1: 1
charge: -1
energy: -2432.73230 hartree
E_HOMO: -0.1279 Eh

Each line ends with the Mulliken charge.
Atoms and positions in Å:
C1 4.239 -2.574 2.066  -0.622
O1 4.334 -3.023 3.469  -0.332
H1 4.977 -1.780 1.945  0.312
H2 0.302 5.592 0.237  0.422
C2 -2.873 3.804 5.672  1.494
C3 -3.288 3.288 4.248  -1.974
H3 -4.104 -8.144 -4.410  0.359
H4 2.021 0.943 -0.965  0.375
H5 6.586 -3.444 0.729  0.299
H6 1.334 3.861 5.729  0.445
C4 0.813 -0.426 -7.236  0.382
H7 -5.030 -6.775 -4.301  0.370
N1 -3.166 -4.917 -3.930  -0.665
H8 0.996 -6.843 -5.148  0.229
H9 -2.178 0.855 -0.095  0.434
H10 -0.803 6.113 8.031  0.367
H11 2.317 0.181 -11.189  0.245
N2 -1.386 3.770 5.734  0.292
H12 6.217 -4.625 1.964  0.354
H13 0.542 -8.302 -4.294  0.257
O2 0.940 5.495 0.947  -0.373
H14 -4.312 3.614 4.070  0.447
C5 4.376 -3.794 1.066  0.505
O3 -2.622 4.316 -3.945  -0.702
H15 -0.594 2.558 8.019  0.339
H16 2.979 -3.230 -0.252  0.232
H17 -3.111 5.601 7.954  0.336
C6 -3.995 -7.062 -4.483  -1.367
C7 0.492 0.336 -8.613  -0.609
H18 1.122 -2.482 -6.481  0.385
H19 4.012 -4.291 -0.872  0.245
C8 0.839 -2.019 -7.426  -1.424
H20 2.201 1.796 2.322  0.118
C9 -0.647 4.467 6.779  1.450
N3 -0.289 -0.169 -6.315  -0.631
H21 -3.105 5.786 4.922  0.415
H22 -1.689 3.775 8.606  0.369
H23 6.071 -5.183 0.523  0.399
C10 -3.396 5.234 5.815  -0.995
O4 -0.907 -6.947 -4.469  -0.304
H24 3.463 -1.358 4.536  0.302
H25 -1.215 -6.207 -2.497  0.388
O5 -1.731 0.244 0.495  -0.347
H26 1.320 1.360 -2.219  0.440
O6 -0.642 3.513 -2.933  -0.750
H27 -1.704 -7.800 -2.771  0.390
H28 3.233 -2.159 2.022  0.326
H29 -2.612 -4.395 -3.267  0.232
C11 -2.767 6.004 7.002  -0.822
O7 -0.283 -2.291 -1.937  -0.917
H30 0.877 5.589 5.660  0.343
C12 -1.696 -6.824 -3.256  -0.663
H31 -0.879 6.697 6.356  0.446
H32 -0.307 -0.161 -9.163  0.354
O8 1.726 0.257 -9.252  -0.294
C13 -3.154 -6.252 -3.444  0.244
O9 -1.758 5.192 -1.825  -0.770
H33 -4.415 2.368 6.496  0.404
C14 -3.430 2.798 6.677  -1.779
H34 0.922 4.598 1.289  0.370
C15 -0.726 3.635 8.115  -1.694
H35 -3.253 2.200 4.193  0.398
H36 -1.431 -0.484 -0.053  0.378
H37 5.193 -1.183 4.303  0.306
H38 1.569 -0.195 -1.859  0.378
O10 -2.707 3.027 -1.989  -0.751
H39 0.616 0.554 -11.016  0.329
C16 5.879 -4.226 1.008  -1.367
C17 0.441 -7.216 -4.287  -0.713
H40 -2.784 1.926 6.783  0.337
O11 1.505 1.943 1.652  -0.935
C18 1.598 0.723 -10.574  -0.744
H41 -0.300 -0.834 -5.555  0.228
H42 -2.789 3.663 3.355  0.443
C19 -1.226 5.926 7.044  -1.146
C20 4.392 -1.915 4.417  -0.752
H43 -3.474 3.348 7.617  0.376
H44 -0.926 0.672 0.797  0.376
N4 3.956 -3.486 -0.264  -0.716
O12 1.928 0.695 -1.888  -0.334
S1 -1.960 4.039 -2.719  1.089
H45 1.810 -0.106 -6.931  0.225
H46 -2.699 -4.919 -4.826  0.292
H47 4.499 -2.387 5.393  0.269
H48 1.634 -2.260 -8.132  0.353
H49 0.286 1.386 -8.406  0.356
H50 -0.113 0.759 -5.958  0.239
H51 -0.139 -2.397 -7.723  0.354
H52 0.032 3.932 8.839  0.438
H53 0.805 -6.787 -3.354  0.307
H54 3.773 -4.636 1.408  0.234
H55 1.801 5.522 0.523  0.451
H56 1.489 4.812 7.088  0.375
H57 -0.520 -3.221 -2.115  0.058
H58 -3.715 -6.799 -5.503  0.308
H59 -0.267 2.753 4.600  0.310
H60 1.804 1.794 -10.560  0.254
H61 -3.073 7.049 6.947  0.393
H62 -4.450 5.260 6.092  0.377
O13 -0.793 2.553 5.378  -0.431
C21 0.816 4.670 6.243  -1.759
H63 -3.649 -6.316 -2.475  0.337


No. 2
Formula: C3H6ClOP
Source: OMol25
Level of theory: ωB97M-V/def2-TZVPD

Computed properties:
LUMO energy (spin up / spin down): -0.67 / -0.67 eV
relative energy (zero: lowest compared OMol25 entry of this formula, charge and spin): 112.2 kJ/mol
largest force on an atom: 6.87 eV/Å
2S+1: 1
energy: -994.66407 hartree
E_HOMO (spin up / spin down): -0.3314 / -0.3314 Eh

Each line ends with the Mulliken charge.
Atoms and positions in Å:
C1 0.920 -0.137 0.580  0.345
H1 0.676 -0.270 -1.372  0.311
C2 -0.247 0.550 0.764  -1.237
H2 1.371 -0.688 1.460  0.281
H3 -0.672 0.793 1.732  0.412
C3 1.492 -0.267 -0.648  -0.987
H4 2.393 -0.960 -0.772  0.300
H5 1.920 0.723 -0.715  0.294
H6 -0.548 1.104 -0.103  0.479
O1 -1.889 -0.949 -1.341  -0.473
Cl1 -3.357 0.839 0.276  -0.235
P1 -2.059 -0.738 0.139  0.509


No. 3
Formula: C22H41Cl3CoN3O5Si
Source: OMol25
Level of theory: ωB97M-V/def2-TZVPD

Computed properties:
expectation value of S²: 3.757
LUMO energy (spin up / spin down): 1.79 / 1.79 eV
relative energy (zero: lowest compared OMol25 entry of this formula, charge and spin): 518.0 kJ/mol
largest force on an atom: 5.48 eV/Å
2S+1: 4
charge: -1
energy: -4456.27530 hartree
E_HOMO (spin up / spin down): -0.1061 / -0.1049 Eh

Each line ends with the Löwdin spin population.
Atoms and positions in Å:
C1 -0.560 2.630 4.649  0.000
H1 0.242 2.567 5.389  0.000
H2 0.545 -5.642 -6.249  0.000
H3 2.891 -4.334 -5.867  0.000
C2 -2.675 -0.200 3.479  0.002
C3 -3.286 1.217 -3.132  0.001
H4 -3.536 -0.833 3.710  0.000
H5 7.357 -5.984 -9.240  0.000
H6 4.683 -3.241 -4.172  0.000
O1 -0.110 1.420 -1.562  0.030
Si1 3.466 -1.548 -5.557  0.000
H7 -0.432 -4.609 -7.313  0.000
H8 -3.734 1.416 -2.155  0.000
C4 -1.907 -0.987 2.238  0.003
C5 0.883 3.858 2.959  0.000
O2 -2.294 -2.174 2.182  0.000
O3 0.460 1.890 1.257  0.014
C6 4.953 -3.689 -8.449  0.000
C7 4.217 -4.463 -7.546  0.000
C8 2.070 -1.379 -4.340  0.000
H9 6.664 -3.627 -9.750  0.000
Cl1 0.961 -1.597 1.873  0.058
H10 -1.886 2.352 -1.193  0.000
C9 -0.084 1.834 2.363  0.001
H11 2.654 -4.351 -9.479  0.000
H12 4.466 0.702 -5.617  0.000
C10 4.589 -5.789 -7.262  0.000
H13 -3.856 1.460 3.973  0.000
C11 6.088 -4.242 -9.055  0.000
H14 1.755 -2.339 -3.913  0.001
C12 1.725 -4.567 -8.947  0.000
Cl2 -2.886 0.469 0.058  -0.001
H15 6.006 -7.365 -7.641  0.000
H16 -1.553 1.569 -5.104  0.000
H17 -0.942 0.075 -4.350  0.001
H18 2.981 0.632 -6.605  0.000
H19 0.457 -3.899 -5.933  0.000
H20 -3.866 1.111 2.324  0.000
C13 5.717 -6.335 -7.872  0.000
H21 -3.734 1.852 -3.904  0.000
H22 4.625 -2.666 -8.666  0.000
H23 1.187 -0.912 -4.799  0.000
N1 -1.863 1.478 -3.059  0.008
H24 0.393 4.772 3.299  0.000
H25 -2.089 -0.112 4.416  0.000
H26 -0.060 1.624 -4.115  0.000
C14 0.498 -4.647 -6.739  0.000
C15 1.684 -4.412 -7.614  0.000
N2 0.021 2.761 3.294  0.000
C16 0.601 -5.058 -9.793  0.000
H27 4.501 -0.045 -7.239  0.000
H28 3.956 -6.364 -6.576  0.000
C17 2.944 -3.935 -6.892  0.000
H29 -1.194 3.508 4.820  0.000
O4 2.952 -2.511 -6.826  0.000
Co1 0.162 -0.052 -0.238  2.741
H30 -2.594 1.913 3.009  0.000
H31 -1.163 1.712 4.717  0.000
C18 6.469 -5.558 -8.767  0.000
C19 -1.277 1.766 -1.891  0.014
H32 1.020 3.855 1.880  0.000
H33 5.409 -1.625 -4.054  0.000
H34 1.857 3.722 3.439  0.000
H35 5.719 -2.638 -5.484  0.000
H36 -0.366 -4.651 -9.486  0.000
C20 3.897 0.090 -6.331  0.000
H37 -3.470 0.167 -3.405  0.001
Cl3 -0.143 -1.754 -1.611  0.102
H38 0.531 -6.155 -9.802  0.000
H39 -0.703 1.021 2.705  0.000
H40 0.781 -4.755 -10.837  0.000
H41 2.382 -0.745 -3.497  0.000
O5 -1.018 -0.458 1.475  0.022
N3 -3.287 1.168 3.177  0.000
C21 -1.051 1.162 -4.219  0.001
C22 4.956 -2.347 -4.749  0.000


No. 4
Formula: C5H6N2
Source: OMol25
Level of theory: ωB97M-V/def2-TZVPD

Computed properties:
LUMO energy: 0.93 eV
relative energy (zero: lowest compared OMol25 entry of this formula, charge and spin): 249.9 kJ/mol
largest force on an atom: 1.10 eV/Å
2S+1: 1
energy: -303.54090 hartree
E_HOMO: -0.3613 Eh

Each line ends with the Mulliken charge.
Atoms and positions in Å:
H1 0.106 1.681 0.448  0.257
H2 -1.767 -1.559 0.425  0.351
C1 -0.814 0.038 -0.740  -0.160
C2 0.235 1.115 -0.482  -0.777
N1 0.115 -1.105 -0.519  -0.482
H3 -1.389 -0.118 -1.639  0.373
C3 -0.581 -0.414 1.780  0.095
C4 1.202 -0.086 -0.398  -0.369
N2 -0.175 -0.161 2.834  -0.452
H4 1.774 -0.173 -1.324  0.291
H5 1.849 -0.204 0.471  0.299
H6 0.406 1.818 -1.299  0.295
C5 -0.961 -0.831 0.445  0.279


No. 5
Formula: C28H20Br2N4O3V
Source: OMol25
Level of theory: ωB97M-V/def2-TZVPD

Computed properties:
expectation value of S²: 2.045
LUMO energy (spin up / spin down): -4.55 / -5.35 eV
relative energy (zero: lowest compared OMol25 entry of this formula, charge and spin): 549.8 kJ/mol
largest force on an atom: 0.27 eV/Å
2S+1: 3
charge: +1
energy: -7615.45908 hartree
E_HOMO (spin up / spin down): -0.4127 / -0.4127 Eh

Each line ends with the Löwdin spin population.
Atoms and positions in Å:
N1 -2.195 -2.382 -1.883  0.002
Br1 6.571 7.734 0.265  0.000
C1 5.686 4.456 2.609  0.000
C2 4.670 5.633 0.300  0.000
N2 -2.724 -1.932 -0.862  0.005
C3 5.765 6.179 0.955  0.000
C4 -0.869 -1.046 3.233  -0.003
C5 -0.510 1.679 -2.029  0.277
C6 -0.033 2.447 -0.945  0.074
H1 -2.460 -3.931 0.686  0.000
H2 7.132 6.041 2.601  0.000
C7 -2.338 -0.700 1.319  0.014
C8 -0.978 -0.185 -0.605  0.235
C9 -0.963 -2.375 0.948  0.018
C10 -1.712 -1.782 2.223  -0.001
C11 -1.743 -1.315 0.019  0.026
H3 6.069 3.985 3.504  0.000
C12 -4.447 -3.138 -2.622  0.000
H4 4.291 6.099 -0.599  0.000
H5 -2.057 1.486 1.628  0.001
C13 -1.507 0.544 1.618  0.020
H6 0.339 3.452 -1.110  0.000
C14 1.313 -1.207 1.058  0.010
H7 2.386 -1.324 1.155  0.001
H8 -0.521 2.133 -3.009  0.013
C15 -3.207 -4.254 -4.864  0.000
H9 -6.273 -3.890 -3.455  0.000
V1 1.212 1.655 1.917  1.072
H10 -0.958 -4.449 1.458  0.001
C16 -4.577 -4.352 -4.684  -0.001
O1 0.152 1.183 3.257  -0.031
C17 -2.453 -3.588 -3.912  0.000
C18 4.584 3.899 1.966  -0.001
C19 6.278 5.600 2.107  0.000
H11 -2.393 -2.516 2.651  0.000
C20 -0.996 0.368 -1.851  0.024
H12 -2.740 -4.693 -5.734  0.000
H13 -1.380 -3.496 -4.018  0.000
H14 -0.314 -1.517 4.031  0.000
C21 -3.069 -3.035 -2.798  0.001
H15 -1.420 -0.161 -2.693  -0.004
N3 0.926 0.130 0.980  0.016
H16 -3.414 -0.554 1.338  0.000
C22 -5.203 -3.798 -3.570  0.000
C23 -0.402 0.610 0.506  0.040
H17 3.236 4.055 0.296  0.000
H18 -4.914 -2.702 -1.750  0.000
C24 -0.781 0.234 2.887  0.006
C25 0.533 -2.285 0.987  -0.015
H19 -1.004 -4.158 -0.288  0.000
C26 4.081 4.490 0.811  0.000
C27 4.000 2.676 2.559  0.001
N4 -0.005 1.994 0.278  0.195
Br2 -5.619 -5.253 -5.969  0.000
O2 4.417 2.074 3.498  0.002
H20 1.055 -3.235 1.016  -0.001
C28 -1.378 -3.813 0.677  0.002
O3 2.860 2.226 1.909  -0.002


No. 6
Formula: C24H28N2O2
Source: OMol25
Level of theory: ωB97M-V/def2-TZVPD

Computed properties:
LUMO energy: -2.20 eV
relative energy (zero: lowest compared OMol25 entry of this formula, charge and spin): 519.4 kJ/mol
largest force on an atom: 2.50 eV/Å
2S+1: 1
energy: -1191.20850 hartree
E_HOMO: -0.2196 Eh

Each line ends with the Mulliken charge.
Atoms and positions in Å:
H1 4.040 1.408 3.413  -0.964
H2 3.854 -0.573 2.202  0.166
C1 7.206 1.535 2.145  -0.375
H3 9.213 -0.739 0.911  0.341
H4 1.891 3.373 1.868  0.326
C2 5.832 1.216 2.269  0.544
H5 3.174 2.198 1.517  0.238
H6 8.822 2.723 2.955  0.480
C3 2.124 2.183 7.514  0.598
H7 5.134 4.156 5.672  0.399
H8 -1.642 0.433 2.343  0.247
H9 2.820 5.274 9.677  0.383
H10 1.634 2.197 0.580  0.384
C4 4.811 3.198 5.267  -0.540
O1 -0.419 2.857 2.435  -0.714
C5 2.626 4.399 9.062  -0.705
H11 -0.519 -0.202 3.597  0.291
C6 1.494 -0.176 6.912  -0.701
C7 3.356 4.243 7.875  -0.490
H12 5.396 0.570 1.506  0.476
H13 2.814 -0.119 0.815  0.276
C8 5.627 2.638 4.243  -0.559
H14 0.695 1.555 8.979  0.262
H15 7.985 1.397 -0.897  0.284
C9 -1.001 0.695 3.201  -1.150
H16 0.706 0.040 7.637  0.279
C10 7.001 2.994 4.072  -0.890
H17 2.555 -1.665 1.701  0.449
C11 2.834 -0.608 1.795  -1.213
H18 -1.631 1.146 3.981  0.284
C12 8.154 -0.506 1.094  -1.075
H19 1.082 3.602 10.386  0.383
C13 5.085 1.717 3.317  1.070
C14 1.657 3.454 9.469  -0.717
H20 4.141 4.944 7.560  0.334
H21 2.143 -0.965 7.326  0.312
C15 3.086 3.130 7.091  0.264
C16 3.767 2.562 5.933  1.266
N1 2.231 1.056 6.692  0.233
C17 1.415 2.314 8.688  -0.730
H22 7.456 3.673 4.792  0.408
H23 8.356 2.770 0.184  0.325
C18 1.876 0.037 2.754  0.578
C19 7.766 2.470 3.050  -0.430
O2 1.491 -0.638 3.739  -0.769
H24 9.572 1.486 -0.100  0.315
C20 1.429 1.401 2.526  1.019
C21 0.000 1.723 2.729  0.535
C22 8.502 1.691 0.032  -0.992
N2 7.984 0.936 1.157  0.204
H25 7.849 -0.971 2.045  0.312
C23 2.090 2.331 1.579  -1.587
H26 3.501 0.468 5.075  0.937
H27 1.066 -0.518 5.960  0.248
C24 3.194 1.267 5.747  -1.188
H28 7.561 -0.942 0.275  0.337


No. 7
Formula: H2O2P
Source: OMol25
Level of theory: ωB97M-V/def2-TZVPD

Computed properties:
LUMO energy (spin up / spin down): 2.77 / 2.77 eV
relative energy (zero: lowest compared OMol25 entry of this formula, charge and spin): 681.2 kJ/mol
largest force on an atom: 4.92 eV/Å
2S+1: 1
charge: -1
energy: -492.86201 hartree
E_HOMO (spin up / spin down): -0.1095 / -0.1094 Eh

Each line ends with the Mulliken charge.
Atoms and positions in Å:
O1 1.633 -1.326 1.577  -0.432
H1 1.165 -0.075 -0.543  0.021
P1 0.794 -1.375 0.385  0.350
H2 -1.327 1.894 -1.128  0.067
O2 -2.265 0.882 -0.291  -1.006


No. 8
Formula: C12H24N4O7
Source: OMol25
Level of theory: ωB97M-V/def2-TZVPD

Computed properties:
LUMO energy: 4.35 eV
largest force on an atom: 1.88 eV/Å
2S+1: 1
charge: -2
energy: -1217.13991 hartree
E_HOMO: 0.0633 Eh

Each line ends with the Mulliken charge.
Atoms and positions in Å:
H1 0.177 2.345 -1.457  0.185
H2 0.682 -4.653 -1.693  0.092
C1 -1.405 2.056 -0.217  -0.408
C2 -0.655 5.170 -0.313  -1.125
N1 -0.594 1.707 -1.314  -0.116
O1 -0.414 -0.317 -3.056  -0.882
H3 -0.081 4.595 0.408  0.240
C3 2.026 -2.644 -0.108  -1.065
C4 0.376 0.077 2.229  0.129
H4 0.546 -4.059 0.626  0.271
H5 0.457 2.547 0.794  0.365
H6 -0.023 5.478 -1.151  0.299
N2 -0.501 0.299 4.421  0.180
O2 -0.233 0.622 1.128  -0.062
C5 1.018 -1.564 0.292  -0.303
O3 0.362 -2.396 -2.697  -0.732
H7 2.187 -6.910 -1.158  0.236
H8 1.618 -6.520 0.284  0.243
O4 -0.650 -0.361 3.188  -0.193
H9 2.205 -2.543 -1.178  0.476
H10 -0.989 6.086 0.181  0.374
H11 0.021 -1.951 0.089  0.368
H12 2.446 -4.792 -1.609  0.311
H13 1.031 0.793 2.736  0.452
H14 -1.837 2.162 2.354  0.356
C6 -2.701 5.172 -1.820  -1.370
N3 -2.258 3.289 -0.388  -0.395
C7 1.517 -4.960 -1.055  -0.259
H15 2.230 -0.983 1.955  0.280
H16 1.194 -0.693 -0.331  0.236
O5 -0.291 -0.458 5.294  -0.395
H17 0.885 -2.023 2.423  0.278
N4 1.420 -6.422 -0.709  -0.739
O6 -1.851 -1.993 -2.639  -0.870
C8 1.551 -4.088 0.196  -0.453
H18 2.973 -2.488 0.435  0.504
C9 -1.878 4.417 -0.799  0.938
O7 -0.978 2.573 2.193  -0.540
H19 -1.032 1.425 -2.190  0.276
C10 1.168 -1.191 1.778  -0.902
H20 -2.112 1.242 -0.055  0.334
C11 -0.644 -1.577 -2.813  0.561
C12 -0.471 2.007 1.011  -0.422
H21 -3.388 4.477 -2.292  0.348
H22 -2.045 5.650 -2.547  0.358
H23 2.242 -4.556 0.915  0.258
H24 -3.303 5.952 -1.339  0.278


Repeat the second record exactly.
Formula: C3H6ClOP
Source: OMol25
Level of theory: ωB97M-V/def2-TZVPD

Computed properties:
LUMO energy (spin up / spin down): -0.67 / -0.67 eV
relative energy (zero: lowest compared OMol25 entry of this formula, charge and spin): 112.2 kJ/mol
largest force on an atom: 6.87 eV/Å
2S+1: 1
energy: -994.66407 hartree
E_HOMO (spin up / spin down): -0.3314 / -0.3314 Eh

Each line ends with the Mulliken charge.
Atoms and positions in Å:
C1 0.920 -0.137 0.580  0.345
H1 0.676 -0.270 -1.372  0.311
C2 -0.247 0.550 0.764  -1.237
H2 1.371 -0.688 1.460  0.281
H3 -0.672 0.793 1.732  0.412
C3 1.492 -0.267 -0.648  -0.987
H4 2.393 -0.960 -0.772  0.300
H5 1.920 0.723 -0.715  0.294
H6 -0.548 1.104 -0.103  0.479
O1 -1.889 -0.949 -1.341  -0.473
Cl1 -3.357 0.839 0.276  -0.235
P1 -2.059 -0.738 0.139  0.509


Which value of largest force on an atom does entry 7 give? 4.92 eV/Å